DFT (ωB97M-V with the def2-TZVPD basis set) results for C30H50N7O3PPt as an isolated structure.

XYZ file:
```
92
Properties=species:S:1:pos:R:3:lowdin_charge:R:1
Pt 0.55 -1.15 -1.08 0.9884
N -1.48 -1.51 -1.20 -0.1168
C -2.02 -2.04 -2.47 -0.2300
C -1.83 -3.54 -2.63 -0.1921
C -0.38 -4.00 -2.56 -0.2134
C 0.53 -3.27 -3.53 -0.2083
N 0.93 -1.93 -3.06 -0.0850
H -1.80 -2.11 -0.44 0.0852
H -1.93 -0.58 -1.09 0.0340
H -1.53 -1.49 -3.28 0.0935
H -3.08 -1.78 -2.52 0.1266
H -2.24 -3.81 -3.61 0.1181
H -2.43 -4.08 -1.89 0.1121
H -0.34 -5.07 -2.75 0.1122
H 0.03 -3.85 -1.55 0.0885
H 0.05 -3.19 -4.51 0.1251
H 1.44 -3.86 -3.68 0.1177
H 0.61 -1.14 -3.65 0.0300
H 1.94 -1.85 -3.08 0.0716
O 2.57 -0.94 -1.32 -0.3473
N 3.45 -0.70 -0.41 -0.0158
C 4.68 -0.87 -0.80 -0.2928
C 4.99 -1.35 -2.12 -0.1693
N 5.20 -1.74 -3.18 0.1744
C 5.72 -0.60 0.15 -0.1804
N 6.55 -0.38 0.91 0.1566
C -3.98 3.09 -2.77 -0.0219
N -2.73 2.45 -3.13 -0.0555
C -2.04 2.88 -4.23 -0.0649
C -0.92 2.27 -4.65 0.0116
C -0.44 1.11 -3.90 -0.5020
O 0.52 0.42 -4.29 -0.0293
N -1.11 0.78 -2.76 0.1377
C -2.27 1.34 -2.42 -0.4998
O -2.95 0.93 -1.45 -0.0650
H -3.85 4.17 -2.73 0.0906
H -4.29 2.72 -1.80 0.0805
H -4.77 2.86 -3.50 0.0936
H -2.46 3.74 -4.74 0.1258
H -0.38 2.59 -5.52 0.1062
C -3.46 1.16 2.90 -0.1945
C -3.18 -0.35 2.92 -0.1774
C -2.12 -0.74 1.87 -0.2020
C -1.10 0.39 1.72 -0.3953
C -1.80 1.60 1.06 -0.1888
C -3.27 1.70 1.48 -0.1850
P 0.49 -0.07 0.91 0.9674
C 1.44 -1.05 2.15 -0.4051
C 1.19 -2.56 2.00 -0.2320
C 1.85 -3.31 3.15 -0.1865
C 1.18 -2.97 4.50 -0.1874
C 0.51 -1.60 4.46 -0.1945
C 1.33 -0.61 3.63 -0.1861
C 1.46 1.49 0.74 -0.4197
C 1.08 2.33 -0.50 -0.2032
C 2.26 3.25 -0.84 -0.1760
C 3.02 3.71 0.41 -0.1955
C 2.08 3.77 1.62 -0.1895
C 1.59 2.37 1.99 -0.1834
H -2.78 1.68 3.57 0.1118
H -4.47 1.36 3.27 0.1075
H -4.10 -0.90 2.71 0.1116
H -2.85 -0.66 3.92 0.1039
H -2.63 -0.89 0.92 0.0925
H -1.65 -1.68 2.15 0.0875
H -0.80 0.68 2.73 0.0964
H -1.75 1.51 -0.03 0.0722
H -1.27 2.52 1.33 0.1030
H -3.89 1.14 0.78 0.1032
H -3.60 2.74 1.42 0.1127
H 2.47 -0.88 1.83 0.0917
H 1.57 -2.90 1.04 0.0865
H 0.11 -2.79 2.00 0.0943
H 2.91 -3.04 3.18 0.1163
H 1.82 -4.39 2.97 0.1084
H 1.93 -2.98 5.29 0.1074
H 0.45 -3.73 4.76 0.1066
H 0.37 -1.22 5.47 0.1134
H -0.50 -1.68 4.03 0.0902
H 2.33 -0.55 4.06 0.1231
H 0.91 0.39 3.73 0.0803
H 2.45 1.08 0.53 0.0792
H 0.19 2.92 -0.29 0.1017
H 0.84 1.69 -1.35 0.0749
H 1.88 4.12 -1.38 0.1097
H 2.94 2.74 -1.52 0.1109
H 3.48 4.68 0.24 0.1073
H 3.84 3.02 0.64 0.1116
H 1.23 4.42 1.37 0.1134
H 2.58 4.23 2.48 0.1094
H 0.64 2.45 2.53 0.0957
H 2.30 1.91 2.68 0.1102
```

## Properties
orbital gap	8.6	eV
relative energy (zero: lowest compared OMol25 entry of this formula, charge and spin)	26.13	kJ/mol
LUMO	0.0039	Eh
total charge	0

=====

DFT (ωB97M-V with the def2-TZVPD basis set) results for C30H50PRe as an isolated structure at a distorted geometry.

XYZ file:
```
82
Properties=species:S:1:pos:R:3:lowdin_charge:R:1
C 1.25 -1.86 0.60 -0.3363
C 1.68 -1.02 -0.49 -0.3342
C 0.75 -1.18 -1.56 -0.3393
C -0.26 -2.11 -1.14 -0.3453
C 0.04 -2.51 0.20 -0.3491
Re -0.28 -0.44 0.14 1.3776
C -3.46 1.38 -1.31 -0.3363
C -3.03 0.95 -0.09 -0.1783
H -2.99 1.65 0.78 0.0697
C -2.47 -0.40 0.18 -0.2848
H -2.93 -1.18 -0.44 0.0443
H -2.63 -0.67 1.23 0.0299
C -3.79 2.84 -1.49 -0.0650
H -3.12 3.40 -0.82 0.0621
H -3.58 3.15 -2.52 0.0738
H -4.84 3.12 -1.26 0.0898
C -3.25 0.58 -2.58 -0.0575
H -2.23 0.14 -2.52 0.0564
H -3.98 -0.25 -2.73 0.0991
H -3.27 1.24 -3.46 0.0776
C 3.00 -0.32 -0.61 -0.0033
H 3.31 0.16 0.32 0.0621
H 3.80 -1.03 -0.88 0.1098
H 2.96 0.46 -1.38 0.0675
C 0.96 -0.68 -2.95 0.0057
H 1.33 0.35 -2.95 0.0627
H 1.71 -1.29 -3.48 0.1130
H 0.03 -0.71 -3.53 0.0775
C -1.33 -2.70 -2.01 -0.0169
H -1.43 -2.14 -2.94 0.0765
H -1.08 -3.75 -2.27 0.1050
H -2.30 -2.73 -1.51 0.0701
C -0.73 -3.49 1.03 0.0032
H -1.76 -3.59 0.67 0.0904
H -0.27 -4.49 1.02 0.1070
H -0.78 -3.17 2.08 0.0817
C 1.99 -2.16 1.87 -0.0087
H 1.35 -1.97 2.75 0.0715
H 2.27 -3.23 1.92 0.1044
H 2.91 -1.58 1.96 0.0860
C 2.58 3.14 -1.54 0.0091
C 1.16 3.20 -1.96 -0.0565
C 3.64 3.37 -2.35 -0.1097
C 1.09 3.08 -3.37 -0.1288
H 0.15 3.25 -1.56 0.0872
C 3.44 3.44 -3.77 -0.0665
H 4.59 3.44 -1.81 0.1076
C 2.17 3.22 -4.25 -0.1035
H 0.14 2.88 -3.85 0.1004
H 4.25 3.57 -4.46 0.1058
H 2.00 3.14 -5.33 0.1121
C -1.79 3.45 2.26 -0.1133
C -0.45 2.92 2.76 -0.5142
C -0.32 3.14 4.27 -0.0910
P -0.03 1.18 2.20 1.0596
C 1.87 1.26 2.34 -0.5207
C 2.46 2.48 1.59 -0.1121
C 2.47 1.11 3.74 -0.0967
C -0.95 0.02 3.39 -0.5273
C -0.30 -0.23 4.75 -0.1027
C -2.42 0.43 3.53 -0.1128
H -2.65 2.89 2.66 0.0646
H -1.84 3.48 1.17 0.0582
H -1.90 4.49 2.62 0.0916
H 0.32 3.53 2.27 0.0856
H -1.09 2.60 4.84 0.0704
H 0.67 2.88 4.67 0.0533
H -0.46 4.21 4.47 0.0946
H 2.16 0.36 1.78 0.0222
H 2.28 3.41 2.15 0.0828
H 3.55 2.35 1.54 0.0927
H 2.12 2.61 0.55 0.0332
H 3.56 1.25 3.66 0.0916
H 2.10 1.85 4.46 0.0587
H 2.31 0.10 4.15 0.0601
H -0.93 -0.94 2.84 0.0591
H -0.07 0.69 5.28 0.0700
H -1.01 -0.80 5.36 0.0926
H 0.61 -0.84 4.66 0.0572
H -2.88 0.74 2.58 0.0359
H -2.99 -0.44 3.89 0.0999
H -2.56 1.23 4.27 0.0802
```

## Properties
orbital gap (alpha / beta)	7.1 / 6.3	eV
spin multiplicity	4
<S²>	3.775
LUMO (alpha / beta)	-0.1148 / -0.1529	Eh
total charge	+1

=====

DFT (ωB97M-V with the def2-TZVPD basis set) results for C30H51Cl2N2OPPt as an isolated structure at a distorted geometry.

XYZ file:
```
88
Properties=species:S:1:pos:R:3:lowdin_charge:R:1
P 1.68 0.42 0.16 1.0528
C 1.76 1.07 1.86 -0.4595
C 3.20 1.29 2.32 -0.2076
C 3.18 1.59 3.82 -0.1944
C 2.26 2.77 4.17 -0.1989
C 0.85 2.65 3.57 -0.1861
C 0.90 2.32 2.07 -0.2041
C 1.83 1.69 -1.13 -0.4591
C 3.14 2.44 -0.97 -0.2120
C 3.36 3.32 -2.20 -0.1956
C 2.17 4.26 -2.47 -0.1983
C 0.81 3.54 -2.45 -0.1846
C 0.64 2.66 -1.21 -0.2071
C 2.86 -0.95 -0.09 -0.4456
C 2.67 -2.09 0.92 -0.2308
C 3.77 -3.15 0.76 -0.1953
C 3.89 -3.67 -0.68 -0.2034
C 3.96 -2.54 -1.71 -0.1963
C 2.86 -1.49 -1.53 -0.2263
H 1.30 0.26 2.46 0.0399
H 3.64 2.12 1.77 0.1060
H 3.82 0.40 2.13 0.1025
H 4.20 1.79 4.16 0.1100
H 2.82 0.69 4.35 0.1185
H 2.18 2.85 5.26 0.1079
H 2.72 3.69 3.81 0.1127
H 0.30 1.85 4.08 0.1178
H 0.30 3.58 3.71 0.1134
H -0.12 2.16 1.68 0.0832
H 1.34 3.16 1.53 0.1054
H 1.82 1.11 -2.07 0.0813
H 3.50 2.66 -3.07 0.1164
H 3.99 1.74 -0.85 0.1118
H 3.11 3.06 -0.06 0.1062
H 4.28 3.90 -2.07 0.1096
H 2.32 4.76 -3.43 0.1071
H 2.17 5.04 -1.69 0.1135
H 0.00 4.28 -2.50 0.1150
H 0.72 2.91 -3.35 0.1173
H -0.30 2.11 -1.25 0.0579
H 0.61 3.29 -0.32 0.1026
H 3.83 -0.46 0.10 0.1094
H 2.67 -1.72 1.95 0.0988
H 1.67 -2.54 0.78 0.0734
H 4.72 -2.70 1.06 0.1134
H 3.57 -3.98 1.45 0.1120
H 3.02 -4.30 -0.90 0.1145
H 4.78 -4.30 -0.76 0.1070
H 3.89 -2.96 -2.73 0.1118
H 4.93 -2.04 -1.63 0.1132
H 3.03 -0.67 -2.25 0.1031
H 1.88 -1.90 -1.77 0.0610
Pt -0.89 -0.71 -0.09 0.7465
Cl -0.38 -0.61 -2.36 0.0350
Cl -0.50 -1.40 2.12 0.0538
C -1.89 0.81 0.68 -0.3175
H -1.90 0.87 1.78 0.0097
C -2.81 1.66 -0.01 -0.3410
C -2.86 1.68 -1.43 -0.1028
C -3.68 2.59 -2.09 -0.0896
C -4.48 3.47 -1.37 -0.1064
C -4.48 3.43 0.04 -0.1085
C -3.67 2.55 0.72 -0.0531
H -2.23 0.98 -1.98 0.0070
H -3.68 2.60 -3.18 0.0994
H -5.13 4.11 0.60 0.0982
H -3.65 2.49 1.81 0.1061
H -5.11 4.19 -1.89 0.0924
C -3.40 -2.58 -2.60 -0.0612
N -4.01 -3.42 -1.60 -0.1245
C -5.02 -4.36 -2.04 -0.0626
C -3.58 -3.21 -0.33 -0.4627
O -2.75 -2.28 -0.17 -0.1445
N -3.94 -3.88 0.79 -0.1252
C -4.92 -4.93 0.97 -0.0546
C -3.26 -3.46 1.99 -0.0776
H -3.83 -2.84 -3.58 0.0845
H -2.31 -2.72 -2.63 0.0560
H -3.58 -1.51 -2.39 0.0859
H -4.72 -5.40 -1.84 0.0926
H -5.99 -4.15 -1.58 0.0940
H -5.11 -4.23 -3.12 0.0828
H -4.43 -5.82 1.39 0.0962
H -5.69 -4.60 1.69 0.0968
H -5.40 -5.20 0.03 0.0463
H -2.17 -3.62 1.90 0.0546
H -3.42 -2.40 2.19 0.0848
H -3.64 -4.05 2.83 0.0876
```

## Properties
orbital gap (alpha / beta)	6.7 / 6.9	eV
spin multiplicity	5
relative energy (zero: lowest compared OMol25 entry of this formula, charge and spin)	25.41	kJ/mol
<S²>	6.048
LUMO (alpha / beta)	0.0212 / -0.0634	Eh
total charge	0